83
Properties=species:S:1:pos:R:3 method="wB97M-V/def2-TZVPD" smiles="CCCCCCCCCC[C@H]1OS(=O)(=O)O[C@@H]1Br.CO.CO.CO.CO.CO.CO.CO" gap_ev=10.24 total_charge=0 e_homo_ev=-9.901 e_lumo_ev=0.34
C -0.67 0.22 4.25
C 0.22 0.66 3.07
C 0.61 -0.58 2.24
C 1.11 -0.26 0.83
C 2.05 -1.33 0.32
C 1.57 -2.76 0.51
C 0.17 -3.11 -0.01
C -0.22 -2.57 -1.38
C -1.70 -2.76 -1.74
C -2.74 -2.03 -0.90
C -2.83 -0.54 -1.18
O -4.19 -0.32 -1.70
S -4.98 0.83 -0.99
O -5.02 2.04 -1.73
O -6.27 0.45 -0.58
O -4.06 0.82 0.33
C -2.75 0.43 -0.01
Br -1.87 2.09 -0.66
H -0.36 -0.78 4.51
H -1.71 0.15 3.91
H -0.54 0.91 5.06
H 1.14 1.09 3.44
H -0.33 1.35 2.44
H -0.21 -1.28 2.26
H 1.43 -1.05 2.78
H 1.62 0.70 0.89
H 0.25 -0.13 0.19
H 2.97 -1.21 0.91
H 2.36 -1.16 -0.71
H 1.59 -3.01 1.57
H 2.30 -3.41 0.05
H -0.60 -2.92 0.73
H 0.16 -4.19 -0.13
H 0.05 -1.53 -1.56
H 0.35 -3.15 -2.11
H -1.90 -3.83 -1.66
H -1.83 -2.52 -2.79
H -3.71 -2.42 -1.19
H -2.63 -2.26 0.15
H -2.22 -0.21 -2.00
H -2.30 0.03 0.89
C 2.31 -3.92 -4.13
O 1.76 -4.73 -3.09
H 2.47 -2.93 -3.73
H 3.27 -4.33 -4.48
H 1.62 -3.86 -4.97
H 1.61 -5.62 -3.44
C 1.40 -0.62 -5.38
O 2.38 -0.77 -4.34
H 1.26 -1.60 -5.84
H 0.46 -0.27 -4.96
H 1.75 0.08 -6.13
H 2.50 0.09 -3.94
C 1.54 -0.07 7.96
O 1.31 0.50 6.68
H 1.90 -1.08 7.82
H 2.29 0.50 8.52
H 0.62 -0.10 8.55
H 0.99 1.40 6.82
C 2.80 3.37 4.95
O 3.41 2.15 4.57
H 2.63 3.97 4.06
H 1.84 3.19 5.44
H 3.46 3.92 5.63
H 3.55 1.63 5.37
C -1.11 2.01 -6.67
O -0.15 1.89 -5.63
H -1.24 1.03 -7.11
H -2.07 2.35 -6.27
H -0.77 2.71 -7.44
H -0.04 2.77 -5.23
C -8.36 2.79 -4.05
O -7.44 1.77 -4.40
H -8.66 3.30 -4.96
H -9.24 2.37 -3.57
H -7.89 3.52 -3.37
H -7.17 1.33 -3.59
C 7.14 3.43 3.73
O 5.96 4.02 3.21
H 7.99 4.00 3.36
H 7.14 3.45 4.82
H 7.24 2.39 3.39
H 5.21 3.51 3.54

18
Properties=species:S:1:pos:R:3 method="wB97M-V/def2-TZVPD" smiles=COCc1nc(C#N)c(N)o1 e_above_lowest_kcal_mol=50.63 gap_ev=9.23 total_charge=0 e_homo_ev=-8.918 e_lumo_ev=0.31
C -3.35 -0.58 0.69
O -2.38 -1.03 -0.38
C -1.53 0.08 -0.75
C -0.04 -0.04 -0.62
N 0.68 -1.12 -0.59
C 1.96 -0.70 -0.41
C 3.20 -1.43 -0.08
N 4.15 -2.06 0.12
C 2.01 0.67 -0.29
N 2.88 1.55 0.22
O 0.68 1.04 -0.40
H -3.39 -1.47 1.36
H -2.86 0.29 1.24
H -4.31 -0.34 0.24
H -1.70 0.39 -1.78
H -1.72 0.97 -0.09
H 3.08 1.22 1.21
H 2.65 2.57 0.32

17
Properties=species:S:1:pos:R:3 method="wB97M-V/def2-TZVPD" smiles=C[C@H]1OC[C@H]2C[C@H]21 e_above_lowest_kcal_mol=14.34 gap_ev=10.72 total_charge=0 e_homo_ev=-9.564 e_lumo_ev=1.15
C -2.06 -0.53 0.24
C -0.86 -0.06 -0.56
O -0.55 1.27 -0.17
C 0.85 1.53 -0.31
C 1.52 0.17 -0.29
C 1.16 -0.58 0.95
C 0.42 -0.85 -0.33
H -2.90 0.17 0.12
H -1.81 -0.60 1.30
H -2.38 -1.52 -0.11
H -1.10 -0.09 -1.64
H 1.08 2.13 -1.20
H 1.15 2.10 0.58
H 2.47 0.00 -0.80
H 0.64 0.01 1.70
H 1.86 -1.32 1.33
H 0.52 -1.82 -0.82

14
Properties=species:S:1:pos:R:3 method="wB97M-V/def2-TZVPD" e_above_lowest_kcal_mol=51.90 gap_ev=8.99 total_charge=+1 e_homo_ev=-13.850 e_lumo_ev=-4.87
C -0.64 -0.64 -1.58
C 0.97 -0.45 0.09
C -0.50 1.30 1.15
N -1.47 -0.24 -0.70
N 0.71 -0.74 -1.29
N -0.29 -0.02 0.66
I 1.49 -2.36 1.07
H -1.03 -0.61 -2.69
H 1.78 0.27 0.20
H 0.05 2.10 0.66
H -1.62 1.48 0.95
H -0.16 1.48 2.27
H 1.47 -0.79 -1.93
H -0.76 -0.78 1.15

92
Properties=species:S:1:pos:R:3 method="wB97M-V/def2-TZVPD" e_above_lowest_kcal_mol=37.59 gap_ev="7.65 / 8.54" total_charge=0 spin_multiplicity=4 e_homo_ev="-7.158 / -8.045" e_lumo_ev="0.49 / 0.49"
V -0.28 0.68 0.69
C -4.36 3.55 -1.01
C -3.01 3.73 -1.35
N -2.39 2.57 -1.49
N -3.31 1.62 -1.22
C -4.50 2.18 -0.92
B -3.00 0.11 -1.41
N -3.02 -0.64 -0.05
C -3.87 -1.62 0.31
C -3.49 -2.09 1.55
C -2.36 -1.34 1.89
N -2.09 -0.47 0.91
N -1.63 -0.03 -2.08
C -1.40 -0.18 -3.40
C -0.05 -0.04 -3.63
C 0.49 0.17 -2.36
N -0.47 0.19 -1.44
H -5.13 4.30 -0.87
H -2.48 4.65 -1.52
H -5.36 1.57 -0.70
H -3.85 -0.41 -2.08
H -4.67 -1.90 -0.34
H -3.95 -2.87 2.13
H -1.73 -1.36 2.76
H -2.22 -0.36 -4.07
H 0.47 -0.11 -4.57
H 1.52 0.30 -2.06
C 3.40 -5.35 2.08
C 4.36 -4.36 1.94
C 3.99 -3.06 1.63
C 2.65 -2.73 1.46
C 1.69 -3.74 1.59
C 2.06 -5.03 1.91
P 2.03 -1.04 1.13
C 3.55 -0.14 0.67
C 4.04 -0.33 -0.63
C 5.18 0.33 -1.06
C 5.84 1.20 -0.21
C 5.35 1.41 1.08
C 4.21 0.74 1.51
C 1.60 -0.44 2.78
C 2.23 -0.80 3.97
C 1.77 -0.26 5.16
C 0.69 0.62 5.15
C 0.07 0.96 3.95
C 0.49 0.43 2.72
H 3.70 -6.36 2.33
H 5.41 -4.59 2.07
H 4.75 -2.29 1.52
H 0.64 -3.49 1.44
H 1.30 -5.80 2.02
H 3.52 -1.01 -1.30
H 5.55 0.16 -2.06
H 6.72 1.72 -0.54
H 5.86 2.10 1.74
H 3.84 0.91 2.52
H 3.07 -1.49 3.96
H 2.25 -0.53 6.10
H 0.33 1.03 6.08
H -0.77 1.65 3.98
C 2.19 -2.84 -3.86
As 1.70 -3.37 -2.03
C 3.36 -4.35 -1.66
C 0.51 -4.92 -2.46
C 1.07 -5.91 -3.43
C 1.84 -6.99 -2.99
C 2.38 -7.89 -3.89
C 2.18 -7.73 -5.25
C 1.42 -6.66 -5.70
C 0.87 -5.76 -4.80
H 2.57 -3.68 -4.44
H 2.96 -2.07 -3.79
H 1.32 -2.41 -4.36
H 3.61 -5.04 -2.47
H 3.27 -4.90 -0.73
H 4.17 -3.62 -1.55
H -0.42 -4.48 -2.82
H 0.29 -5.39 -1.50
H 2.00 -7.12 -1.92
H 2.97 -8.72 -3.53
H 2.60 -8.43 -5.96
H 1.24 -6.53 -6.76
H 0.27 -4.93 -5.16
I -0.93 6.68 2.42
C -1.34 4.72 1.93
C -2.57 4.11 1.93
N -2.36 2.84 1.55
N -1.08 2.60 1.29
C -0.44 3.74 1.52
H -3.56 4.48 2.16
H -3.05 2.13 1.33
H 0.63 3.80 1.40

81
Properties=species:S:1:pos:R:3 method="wB97M-V/def2-TZVPD" e_above_lowest_kcal_mol=22.49 gap_ev=8.58 total_charge=+1 e_homo_ev=-10.366 e_lumo_ev=-1.78
C -8.94 -10.94 3.60
N -9.63 -9.70 3.99
C -10.16 -9.93 5.31
C -8.66 -8.60 3.92
C -10.75 -9.37 3.04
C -10.40 -9.03 1.60
O -11.61 -8.79 0.99
H -8.50 -10.79 2.63
H -9.57 -11.64 3.32
H -8.31 -11.47 4.39
H -10.23 -8.87 5.81
H -9.41 -10.49 5.80
H -10.95 -10.23 5.50
H -7.95 -8.57 3.21
H -8.23 -8.57 4.86
H -9.20 -7.59 4.05
H -11.26 -8.51 3.63
H -11.56 -10.18 2.86
H -9.81 -9.82 1.14
H -9.97 -8.08 1.56
H -11.18 -8.46 0.16
C -7.62 -8.16 -1.29
S -6.58 -9.46 -0.49
O -6.85 -9.47 1.00
C -7.61 -10.75 -1.20
H -7.75 -8.43 -2.37
H -7.27 -7.26 -1.32
H -8.64 -8.08 -1.02
H -8.66 -10.70 -0.60
H -7.02 -11.73 -1.03
H -7.93 -10.82 -2.20
C -8.48 -14.22 8.17
S -8.49 -13.73 6.52
O -7.20 -13.10 6.26
C -8.41 -15.39 5.78
H -8.64 -13.38 8.77
H -7.50 -14.58 8.39
H -9.24 -14.97 8.48
H -8.11 -15.30 4.66
H -9.25 -15.85 5.79
H -7.94 -15.88 6.38
C -13.83 -12.52 6.12
S -12.56 -13.61 5.61
O -11.28 -12.80 5.35
C -12.25 -14.32 7.12
H -13.74 -11.90 6.95
H -14.84 -12.97 6.32
H -14.22 -11.91 5.39
H -11.42 -15.12 7.07
H -13.03 -14.83 7.39
H -11.86 -13.53 7.91
C -13.71 -7.45 -2.70
S -11.92 -7.47 -2.80
O -11.33 -7.91 -1.46
C -11.62 -8.75 -4.13
H -14.08 -6.79 -3.64
H -14.30 -7.15 -1.82
H -14.08 -8.36 -2.87
H -12.25 -9.70 -4.09
H -10.61 -8.93 -4.27
H -12.10 -8.26 -5.04
C -12.67 -15.60 0.88
S -11.91 -14.40 1.98
O -10.90 -13.72 1.04
C -13.18 -13.25 2.02
H -12.95 -15.15 -0.11
H -13.48 -16.10 1.36
H -11.92 -16.51 0.64
H -12.95 -12.45 2.74
H -14.18 -13.43 2.32
H -13.26 -12.89 1.05
C -3.62 -11.57 0.95
S -3.60 -12.01 2.69
O -3.07 -10.77 3.35
C -5.47 -12.05 2.93
H -3.73 -10.56 0.73
H -4.12 -11.97 0.16
H -2.58 -12.03 0.84
H -5.67 -12.51 3.89
H -6.11 -12.55 2.26
H -5.74 -10.99 3.12

66
Properties=species:S:1:pos:R:3 method="wB97M-V/def2-TZVPD" gap_ev="5.59 / 5.60" total_charge=-1 e_homo_ev="-3.197 / -3.198" e_lumo_ev="2.40 / 2.40"
Fe 0.41 0.15 -0.17
N -1.38 1.00 -0.91
C -2.51 0.08 -0.89
C -2.35 -0.86 0.29
N -1.02 -1.47 0.28
C -0.86 -2.58 -0.66
C -0.26 -2.12 -1.99
N 0.84 -1.23 -1.64
H -1.30 1.44 -1.81
H -1.55 1.75 -0.25
H -3.48 0.59 -0.83
H -2.50 -0.49 -1.82
H -2.45 -0.30 1.22
H -3.15 -1.61 0.26
H -0.79 -1.78 1.22
H -0.16 -3.30 -0.22
H -1.81 -3.11 -0.82
H 0.05 -2.99 -2.58
H -0.99 -1.57 -2.59
H 1.55 -1.70 -1.07
H 1.34 -0.82 -2.43
C 0.78 -1.79 2.97
Si 2.31 -1.73 1.84
C 2.51 -3.44 1.03
C 3.71 -1.64 3.12
N 2.17 -0.49 0.68
C 3.20 0.38 0.34
C 4.54 0.23 0.69
C 5.49 1.23 0.48
C 5.10 2.42 -0.10
C 3.78 2.55 -0.56
C 2.85 1.52 -0.46
N 1.59 1.51 -1.07
Si 1.36 2.66 -2.31
C 2.75 2.66 -3.60
C -0.13 2.30 -3.45
C 1.10 4.44 -1.70
H 0.36 -2.80 3.08
H 0.00 -1.10 2.65
H 1.06 -1.44 3.96
H 2.71 -4.21 1.78
H 3.36 -3.42 0.34
H 1.63 -3.75 0.47
H 3.40 -2.21 3.99
H 3.88 -0.60 3.43
H 4.66 -2.05 2.77
H 4.86 -0.69 1.16
H 6.51 1.08 0.81
H 5.79 3.24 -0.22
H 3.50 3.48 -1.03
H 2.66 1.75 -4.21
H 3.75 2.68 -3.18
H 2.64 3.51 -4.27
H -0.25 1.23 -3.65
H 0.11 2.77 -4.41
H -1.08 2.72 -3.13
H 1.86 5.13 -2.07
H 1.14 4.46 -0.60
H 0.12 4.84 -2.00
N -0.28 1.14 1.58
C -0.95 1.94 2.08
C -1.93 2.77 2.61
C -3.17 2.73 1.91
N -4.16 2.62 1.33
C -1.74 3.58 3.74
N -1.59 4.25 4.68

15
Properties=species:S:1:pos:R:3 method="wB97M-V/def2-TZVPD" e_above_lowest_kcal_mol=78.08 gap_ev=9.54 total_charge=0 e_homo_ev=-9.341 e_lumo_ev=0.20
C 1.13 -0.59 0.11
C 1.38 -2.15 0.32
C -1.53 1.92 -1.10
C -1.88 1.75 0.27
N 0.48 0.04 1.08
O 1.70 -0.09 -0.87
F -2.57 0.59 0.20
H 1.73 -2.31 1.35
H 0.62 -2.87 0.31
H 2.26 -2.35 -0.33
H -0.89 2.84 -1.24
H -1.05 0.92 -1.30
H -2.41 1.96 -1.86
H 0.10 -0.53 1.85
H 0.94 0.87 1.21

no.,strongest force on any atom (eV/Å)
1,1.76
2,3.68
3,0.27
4,3.70
5,0.72
6,15.22
7,0.68
8,4.79